The following is a DFT calculation (ωB97M-V/def2-TZVPD) of one molecule with the formula C2H2O2S in a non-equilibrium geometry.

Geometry as XYZ:
```
7
Properties=species:S:1:pos:R:3:forces:R:3:nbo_charge:R:1
C -0.3545 -0.3734 0.6393 2.464 2.984 -1.965 0.42
C 0.2529 0.2532 -0.7577 -1.156 1.829 5.311 -0.59
O -1.0418 -1.3310 0.6234 -0.477 -0.629 0.551 -0.49
O 1.6429 2.2909 -1.6475 -1.844 -0.172 2.025 -0.85
S 0.7901 1.7994 -0.4915 1.820 -2.001 -3.230 1.15
H 0.0897 0.2417 1.5124 -1.062 -1.176 -0.401 0.11
H -0.0420 -0.3591 -1.5320 0.254 -0.835 -2.292 0.24
```
Positions in Å, forces in eV/Å.

E_LUMO   -1.51 eV
Energy relative to the best compared isomer or geometry (same formula, charge and spin)   213.6 kJ/mol
Orbital gap   8.7 eV
Strongest force on any atom   5.73 eV Å⁻¹

---

The following is a DFT calculation (ωB97M-V/def2-TZVPD) of a 2-piece molecular cluster, C2Cl2NS2 overall in a non-equilibrium geometry.

Geometry as XYZ:
```
7
Properties=species:S:1:pos:R:3:forces:R:3:nbo_charge:R:1
C -0.5610 0.5332 -0.8059 0.173 -0.104 0.002 0.23
C 2.7671 -0.6396 0.3244 0.573 1.054 -0.263 0.13
N -1.4619 0.1675 -0.1614 -0.459 -0.114 0.859 -0.73
S -4.2680 0.3604 -0.3808 -0.979 0.114 -0.221 0.00
S -2.9026 -0.0964 0.8286 1.217 0.075 -0.615 0.51
Cl 2.2609 0.8788 0.4280 0.015 -0.879 0.056 0.45
Cl 4.1655 -1.2040 -0.2329 -0.539 -0.146 0.183 0.41
```
Positions in Å, forces in eV/Å.

E_LUMO (alpha / beta)   -7.83 / -8.23 eV
Energy relative to the best compared isomer or geometry (same formula, charge and spin)   283.5 kJ/mol
Orbital gap (alpha / beta)   5.2 / 3.8 eV
Strongest force on any atom   1.37 eV Å⁻¹
Charge   +1

---

The following is a DFT calculation (ωB97M-V/def2-TZVPD) of C4H10O2Yb as an isolated structure in a non-equilibrium geometry.

Geometry as XYZ:
```
17
Properties=species:S:1:pos:R:3:forces:R:3:nbo_charge:R:1
O 1.0801 0.6741 -1.8116 -0.498 1.255 -0.438 -0.67
C 0.2574 -0.4360 -1.5679 -2.946 -2.476 2.298 -0.16
C 0.8846 0.1358 -0.3793 1.502 1.039 -0.758 0.35
O 0.2503 1.0799 0.3611 -0.554 -1.344 -0.322 -0.51
C 1.0642 1.8088 1.2668 0.491 0.366 0.393 -0.26
Yb 0.2226 2.9010 -2.8295 0.227 -0.636 0.330 0.99
H 0.6400 -1.3716 -1.9866 0.033 0.278 0.202 0.22
H -0.9229 -0.5851 -1.3154 2.326 1.550 -1.719 0.24
H 1.8288 -0.2739 -0.0027 -0.347 0.275 0.023 0.20
H -0.7740 -1.3570 0.6470 -3.099 -1.374 -0.410 0.19
H 0.3947 2.2939 1.9859 0.194 -0.162 -0.263 0.22
H 1.7608 1.1500 1.8054 -0.229 0.161 -0.152 0.20
H 1.6375 2.5704 0.7167 -0.076 -0.139 0.218 0.17
C -1.8317 -1.9648 0.6947 1.967 0.275 1.157 -0.87
H -1.6508 -3.0311 0.5072 0.204 0.332 -0.068 0.23
H -2.0959 -1.8972 1.7580 0.019 -0.028 -0.188 0.23
H -2.7456 -1.6972 0.1502 0.785 0.630 -0.303 0.23
```
Positions in Å, forces in eV/Å.

E_LUMO (alpha / beta)   -3.32 / -4.47 eV
Spin multiplicity   2
Energy relative to the best compared isomer or geometry (same formula, charge and spin)   27.9 kJ/mol
⟨S²⟩   0.750
Orbital gap (alpha / beta)   6.7 / 8.9 eV
Strongest force on any atom   4.48 eV Å⁻¹
Charge   +1

---

The following is a DFT calculation (ωB97M-V/def2-TZVPD) of C16H32CoO16P as an isolated structure in a non-equilibrium geometry.

Geometry as XYZ:
```
66
Properties=species:S:1:pos:R:3:forces:R:3:nbo_charge:R:1
Co 1.4784 0.8812 0.8193 -0.311 0.599 -0.312 1.49
P 3.5594 1.0952 1.6632 -0.143 0.495 -0.099 2.45
O 4.8839 1.2293 2.3166 0.213 -0.230 0.010 -1.18
O 2.4926 0.0794 2.3099 0.386 -0.464 0.343 -1.26
O 3.4714 0.6625 0.1375 0.018 -0.205 0.189 -1.28
O 2.6342 2.3833 1.6430 0.106 0.364 0.004 -1.28
C -3.5854 1.5853 4.6251 0.908 -0.836 0.289 -0.65
C -3.4855 2.0544 3.1752 -0.731 0.068 0.545 -0.07
O -2.4312 1.4558 2.4357 0.067 -0.215 -0.234 -0.49
C -1.1798 1.8303 2.6771 0.107 0.493 0.796 1.02
O -0.2537 1.5047 2.0116 -0.009 -0.680 -1.023 -0.64
O -1.0555 2.6030 3.7581 -0.468 0.131 0.008 -0.54
C 0.2436 3.1929 3.9060 0.922 0.156 0.872 -0.29
H -2.8726 0.7675 4.8049 -0.007 0.131 -0.296 0.23
H -4.5373 1.1239 4.8852 -0.243 0.504 -0.045 0.21
H -3.2604 2.3443 5.3327 -0.398 0.145 0.021 0.22
H -3.4076 3.1399 3.1358 0.078 0.005 -0.110 0.19
H -4.3857 1.7553 2.6436 0.049 0.032 -0.171 0.19
H 1.0298 2.6015 3.4311 -0.080 0.188 -0.331 0.29
H 0.4855 3.2399 4.9740 -0.388 -0.126 -0.116 0.18
H 0.2155 4.2196 3.5457 0.002 -0.093 -0.310 0.18
C -2.5173 -3.7807 0.7160 0.065 0.055 -0.129 -0.64
C -2.4383 -2.5221 1.5680 -0.617 -1.322 0.649 -0.07
O -1.6874 -1.5021 0.9645 -0.060 0.607 -0.676 -0.49
C -0.3704 -1.6096 0.8712 0.729 -0.180 0.803 1.04
O 0.3028 -0.7954 0.2927 -0.502 0.176 -0.682 -0.69
O 0.1275 -2.6348 1.5386 -0.726 0.022 -0.089 -0.52
C 1.5589 -2.6939 1.5837 0.861 -0.199 0.057 -0.30
H -1.5294 -4.2346 0.6720 -0.058 -0.099 -0.208 0.23
H -2.8707 -3.5486 -0.2884 0.139 0.077 -0.089 0.21
H -3.2199 -4.5102 1.1233 0.044 0.107 0.237 0.21
H -2.0302 -2.7920 2.5444 0.112 0.197 -0.009 0.19
H -3.4409 -2.1357 1.7394 0.064 0.365 -0.144 0.18
H 1.7995 -3.3234 2.4375 -0.082 -0.028 -0.012 0.18
H 1.9978 -1.7004 1.7283 0.012 0.024 0.098 0.29
H 1.9332 -3.1549 0.6705 -0.105 -0.001 -0.079 0.18
C -2.0579 -2.3736 -3.8229 -0.308 0.268 0.467 -0.64
C -0.8219 -3.1481 -4.2227 -0.214 -0.240 0.201 -0.08
O 0.3271 -2.3087 -4.1072 -0.093 -0.311 -0.536 -0.52
C 0.9932 -2.3929 -2.9488 -0.227 -0.300 0.450 0.99
O 0.6100 -2.9832 -1.9681 -0.078 -0.079 -0.014 -0.66
O 2.1042 -1.7316 -3.0915 0.630 0.560 0.142 -0.51
C 2.8486 -1.4244 -1.8783 0.262 0.056 0.079 -0.28
H -1.9298 -1.3256 -4.0993 -0.059 -0.033 -0.121 0.22
H -2.1986 -2.3997 -2.7414 0.143 0.058 0.035 0.22
H -2.9923 -2.7302 -4.2590 0.185 -0.177 -0.205 0.21
H -0.8730 -3.4852 -5.2561 0.150 0.153 -0.092 0.18
H -0.6544 -4.0101 -3.5771 -0.202 -0.067 -0.079 0.20
H 2.2037 -1.1709 -1.0442 -0.138 -0.195 -0.081 0.24
H 3.4446 -0.5420 -2.0853 0.069 -0.066 -0.100 0.23
H 3.4869 -2.2704 -1.6368 -0.003 -0.004 0.076 0.19
C 1.1375 0.7767 -4.6258 0.656 0.170 -0.844 -0.64
C 0.7590 1.0931 -3.2124 -0.243 -1.011 -0.141 -0.07
O 1.0141 2.4602 -2.9655 0.221 0.656 -0.096 -0.49
C 1.0179 2.8177 -1.6892 -0.116 0.191 -0.070 1.03
O 0.6738 2.0868 -0.7920 -0.157 -0.280 0.387 -0.71
O 1.3656 4.0808 -1.5963 0.145 0.255 0.189 -0.49
C 1.6895 4.5974 -0.2721 -0.028 -0.028 -0.371 -0.26
H 0.7292 1.4754 -5.3612 -0.332 -0.031 0.195 0.20
H 0.8497 -0.2420 -4.8802 -0.078 0.160 0.028 0.24
H 2.2226 0.8395 -4.7680 -0.073 -0.051 0.209 0.21
H 1.3523 0.4766 -2.5439 -0.025 0.151 0.205 0.21
H -0.2908 0.8470 -3.0307 -0.056 0.236 0.113 0.17
H 1.1789 4.0433 0.5014 -0.017 -0.189 0.125 0.23
H 1.3970 5.6453 -0.2838 -0.023 -0.030 -0.073 0.17
H 2.7583 4.4882 -0.1348 0.055 -0.086 0.165 0.23
```
Positions in Å, forces in eV/Å.

E_LUMO (alpha / beta)   2.36 / 2.36 eV
Spin multiplicity   4
⟨S²⟩   3.757
Orbital gap (alpha / beta)   6.1 / 6.0 eV
Strongest force on any atom   1.60 eV Å⁻¹
Charge   -1

---

The following is a DFT calculation (ωB97M-V/def2-TZVPD) of C16H34F6MnN2O6 as an isolated structure in a non-equilibrium geometry.

Geometry as XYZ:
```
65
Properties=species:S:1:pos:R:3:forces:R:3:nbo_charge:R:1
Mn -29.0701 -30.1170 -7.4344 0.770 0.327 0.123 1.45
C -29.8062 -27.3245 -9.0939 0.592 -1.073 -1.620 0.35
O -28.5253 -26.7210 -8.8499 -0.106 0.565 -0.001 -0.58
O -29.9122 -28.4249 -8.4129 -0.412 -0.865 1.200 -0.91
C -30.9761 -26.3676 -8.8789 0.295 0.782 0.762 0.92
F -31.0645 -25.4608 -9.8713 -0.171 0.081 -0.227 -0.34
F -32.1347 -27.0216 -8.8289 -0.145 0.008 -0.008 -0.32
F -30.8528 -25.6439 -7.7314 -0.143 -0.301 -0.136 -0.34
C -28.1672 -25.6149 -9.6673 0.440 0.252 0.331 -0.07
C -26.7051 -25.3216 -9.3728 0.257 -0.456 0.116 -0.62
H -26.3179 -24.4349 -9.8731 -0.178 0.024 -0.085 0.22
H -26.5253 -25.2167 -8.3003 -0.203 0.153 -0.005 0.21
H -26.1006 -26.1803 -9.6854 -0.007 0.112 -0.096 0.20
H -28.7896 -24.7537 -9.4195 -0.011 0.073 -0.095 0.18
H -28.2839 -25.8411 -10.7330 -0.199 -0.097 0.030 0.17
H -29.8339 -27.5434 -10.1965 -0.029 0.420 0.002 0.09
C -27.5352 -32.7786 -6.1417 0.136 0.721 0.927 0.34
O -26.1708 -32.3581 -6.3482 -0.312 -0.138 -0.256 -0.57
O -28.3398 -31.7641 -6.3253 -0.900 0.705 -0.776 -0.92
C -27.8718 -33.9690 -7.0504 -0.106 -0.513 0.378 0.92
F -27.1215 -35.0610 -6.7899 -0.072 0.033 -0.098 -0.33
F -29.1591 -34.3489 -6.8512 0.226 0.115 -0.198 -0.34
F -27.7331 -33.7175 -8.3668 0.056 -0.002 -0.078 -0.34
C -25.1630 -33.1259 -5.7600 1.286 -0.346 0.177 -0.06
C -23.8036 -32.5262 -6.1281 -0.636 -0.124 -0.118 -0.61
H -23.6874 -32.5336 -7.2130 0.132 -0.006 0.031 0.20
H -23.7334 -31.4956 -5.7798 0.078 -0.008 0.062 0.20
H -23.0287 -33.1363 -5.6658 0.155 0.119 -0.056 0.21
H -25.1723 -34.1613 -6.1087 -0.099 0.004 -0.016 0.17
H -25.1946 -33.1702 -4.6601 -0.544 0.179 -0.053 0.16
H -27.6440 -33.1391 -5.0967 0.399 -0.488 -0.092 0.12
C -25.0934 -28.2680 -6.8980 0.179 -0.205 -0.085 -0.62
C -26.4413 -28.9298 -6.7208 -0.592 -0.383 -0.854 -0.08
C -27.3971 -28.0131 -5.9952 -0.556 0.025 0.308 -0.08
O -28.6028 -28.7295 -5.6980 0.518 -0.326 0.510 -0.59
C -29.5446 -27.9187 -5.0421 -0.675 0.505 -0.059 -0.24
N -27.1023 -29.2963 -8.0204 0.878 1.019 0.391 -0.89
H -24.4061 -28.9719 -7.3720 0.067 0.044 0.055 0.22
H -24.6870 -27.9924 -5.9238 0.121 0.076 -0.060 0.22
H -25.1509 -27.3843 -7.5381 -0.075 0.050 0.115 0.21
H -26.3544 -29.8904 -6.2057 0.099 0.231 0.350 0.24
H -27.7307 -27.1493 -6.5864 0.557 0.006 -0.154 0.21
H -26.9307 -27.6643 -5.0671 -0.127 -0.022 0.060 0.18
H -30.4012 -28.5187 -4.7445 0.093 -0.234 -0.119 0.19
H -29.9064 -27.1374 -5.7241 0.094 0.001 0.132 0.20
H -29.1611 -27.4645 -4.1220 0.306 -0.034 -0.152 0.18
H -27.3029 -28.4010 -8.4806 -0.159 -0.310 -0.185 0.40
H -26.4385 -29.7978 -8.6027 -0.089 -0.172 0.095 0.38
C -31.1324 -32.4333 -10.4407 -0.078 0.518 -0.306 -0.62
C -30.6954 -31.4378 -9.3716 0.169 -0.232 -0.203 -0.08
C -31.3111 -31.8172 -8.0320 -0.085 0.186 0.023 -0.07
O -31.0803 -30.7562 -7.1005 -0.348 -0.319 -0.270 -0.59
C -31.9979 -30.6326 -6.0330 -0.834 -0.035 -0.562 -0.24
N -29.2084 -31.3734 -9.2678 -0.894 -0.484 -0.200 -0.87
H -32.2194 -32.4844 -10.5299 0.016 -0.184 0.184 0.22
H -30.7050 -33.4182 -10.2537 -0.122 -0.086 -0.002 0.21
H -30.7877 -32.0739 -11.4139 0.145 -0.159 0.024 0.21
H -31.0415 -30.4278 -9.6019 0.007 -0.016 -0.059 0.23
H -30.8973 -32.7552 -7.6449 -0.045 0.023 0.013 0.20
H -32.3886 -31.9149 -8.1914 -0.001 -0.091 0.122 0.19
H -33.0258 -30.7975 -6.3916 0.212 -0.187 -0.097 0.18
H -32.0002 -29.5852 -5.7464 0.348 -0.100 0.447 0.20
H -31.8049 -31.3544 -5.2399 0.229 0.239 0.197 0.19
H -28.8182 -31.1868 -10.1866 -0.049 0.330 0.082 0.38
H -28.8860 -32.3084 -9.0383 0.140 0.068 0.134 0.39
```
Positions in Å, forces in eV/Å.

E_LUMO (alpha / beta)   0.54 / 0.53 eV
Spin multiplicity   6
Energy relative to the best compared isomer or geometry (same formula, charge and spin)   5.7 kJ/mol
⟨S²⟩   8.752
Orbital gap (alpha / beta)   8.3 / 9.1 eV
Strongest force on any atom   2.03 eV Å⁻¹

---

The following is a DFT calculation (ωB97M-V/def2-TZVPD) of C2HHgNaO3 as an isolated structure in a non-equilibrium geometry.

Geometry as XYZ:
```
8
Properties=species:S:1:pos:R:3:forces:R:3:nbo_charge:R:1
H 1.0619 -3.1016 2.2350 0.730 1.107 0.027 0.16
C 1.6488 -2.2039 1.8062 -3.342 0.208 -8.099 0.15
O 1.2432 -1.9684 0.4985 2.851 -1.023 8.047 -0.56
C 2.2188 0.5033 -1.8294 -0.597 1.461 -1.687 1.04
O 1.2235 0.6536 -2.4208 1.109 -0.054 0.878 -0.51
O 3.2871 0.5495 -1.3758 0.051 -0.629 0.760 -0.55
Na 2.9899 1.0828 1.2206 -0.079 -0.223 0.104 0.26
Hg -0.2881 -1.4881 -2.1649 -0.724 -0.846 -0.030 0.01
```
Positions in Å, forces in eV/Å.

E_LUMO (alpha / beta)   -0.95 / -0.97 eV
Spin multiplicity   3
⟨S²⟩   2.006
Orbital gap (alpha / beta)   3.6 / 7.6 eV
Strongest force on any atom   8.76 eV Å⁻¹

---

Molecular weight / g/mol: 90.1, 173.1, 263.2, 570.3, 519.4, 296.6